No. 1
Density functional theory data (the ωB97M-V functional and the def2-TZVPD basis) for a cluster of 2 separate species, C4H6F2IN in total.

Geometry as XYZ:
```
14
Properties=species:S:1:pos:R:3
C -2.165 0.659 0.078
C -3.106 -0.293 -0.555
C 0.049 1.359 0.801
C 2.887 -0.889 -0.047
N -1.017 0.753 0.452
F 2.342 -0.923 1.130
F 3.148 -2.211 -0.453
I 4.635 0.364 -0.138
H 2.194 -0.576 -0.867
H -3.167 -1.234 -0.156
H -4.054 0.238 -0.466
H -2.780 -0.563 -1.590
H 0.386 1.524 1.849
H 0.648 1.792 -0.038
```

ΔE to the lowest compared entry with this formula, charge and spin ... 2.306 eV
HOMO energy ... -7.342 eV
LUMO level ... 0.211 eV
DFT total energy ... -19267.2072 eV
HOMO-LUMO gap ... 7.55 eV

Here are the Löwdin charges for atoms 1 to 2, given in e:
1 C -0.073
2 C -0.086


No. 2
Density functional theory data (the ωB97M-V functional and the def2-TZVPD basis) for an isolated molecule of C8H8ClOP.

Geometry as XYZ:
```
19
Properties=species:S:1:pos:R:3
C 0.049 -1.606 2.724
C -0.911 -0.806 2.233
P -0.286 0.830 1.668
O 0.883 1.190 2.451
Cl -1.764 2.221 1.884
C -0.071 0.742 -0.192
C -1.096 0.739 -1.138
C -0.750 0.371 -2.418
C 0.494 -0.023 -2.806
C 1.490 -0.079 -1.872
C 1.255 0.336 -0.578
H -0.199 -2.594 3.080
H 1.094 -1.092 2.745
H -1.975 -1.191 2.024
H -2.000 1.151 -0.905
H -1.487 0.207 -3.206
H 0.712 -0.351 -3.829
H 2.553 -0.406 -2.114
H 2.008 0.360 0.250
```

ΔE to the lowest compared entry with this formula, charge and spin ... 0.000 eV
SMILES ... C=C[P@](=O)(Cl)c1ccccc1
HOMO energy ... -9.772 eV
LUMO level ... 0.372 eV
DFT total energy ... -32284.7206 eV
HOMO-LUMO gap ... 10.14 eV

Here are the Löwdin charges for atoms 1 to 2, given in e:
1 C -0.039
2 C -0.269


No. 3
Density functional theory data (the ωB97M-V functional and the def2-TZVPD basis) for a cluster of 11 separate species, C3H28O11 in total.

Geometry as XYZ:
```
42
Properties=species:S:1:pos:R:3
C 1.285 -0.099 -0.403
C 0.834 -0.169 -1.865
C -0.275 0.827 -2.213
O -1.070 0.334 -3.265
H 0.430 -0.191 0.264
H 1.957 -0.916 -0.135
H 1.742 0.876 -0.174
H 0.419 -1.159 -2.066
H 1.678 -0.071 -2.536
H 0.130 1.760 -2.621
H -0.931 1.015 -1.350
H -1.486 -0.508 -2.970
O 2.371 3.448 -0.588
H 2.947 2.710 -0.288
H 2.251 3.354 -1.540
O 0.931 -3.307 1.067
H 0.953 -4.154 1.526
H 0.208 -2.806 1.539
O -0.454 0.237 3.458
H -0.848 0.906 2.853
H -0.850 0.440 4.331
O 0.090 3.554 0.828
H 0.887 3.495 0.237
H 0.345 4.201 1.486
O -2.584 -0.639 0.593
H -2.265 0.278 0.810
H -3.551 -0.637 0.633
O -2.181 -1.781 -1.921
H -2.255 -1.306 -1.062
H -1.514 -2.491 -1.793
O -1.726 1.758 1.583
H -2.374 2.445 1.806
H -0.986 2.301 1.175
O -1.136 -2.140 2.352
H -0.824 -1.361 2.864
H -1.696 -1.723 1.661
O 4.050 1.402 0.073
H 4.721 1.547 0.741
H 3.589 0.594 0.345
O -0.211 -3.602 -1.389
H 0.168 -3.475 -0.482
H 0.549 -3.683 -1.979
```

ΔE to the lowest compared entry with this formula, charge and spin ... 1.156 eV
SMILES ... CCCO.O.O.O.O.O.O.O.O.O.O
HOMO energy ... -9.230 eV
LUMO level ... 0.035 eV
DFT total energy ... -26089.7153 eV
HOMO-LUMO gap ... 9.27 eV

Here are the Löwdin charges for atoms 1 to 2, given in e:
1 C -0.089
2 C -0.210


No. 4
Density functional theory data (the ωB97M-V functional and the def2-TZVPD basis) for a cluster of 5 separate species, C15H30Cl8N4O3P3 in total.

Geometry as XYZ:
```
63
Properties=species:S:1:pos:R:3
C 3.390 -3.695 1.308
C 2.323 -2.664 0.665
P 2.132 -1.055 1.684
C 3.905 -0.465 1.983
C 4.169 1.106 1.749
C 1.051 0.224 0.788
C 1.601 0.996 -0.513
C 0.487 1.774 -1.371
N 0.869 2.182 -2.579
C -0.185 -0.683 0.211
O -0.005 -1.362 -1.060
C -1.113 -1.171 -1.922
N -1.815 -0.802 -2.846
C -1.607 0.015 0.552
P -2.984 -1.011 1.362
O -4.479 -0.825 0.552
O -2.544 -2.648 1.586
C -1.051 0.909 1.795
N 0.299 0.967 1.851
P 0.842 1.909 3.266
N 1.469 3.333 2.913
H 4.190 -3.201 1.961
H 2.881 -4.495 1.967
H 3.954 -4.177 0.422
H 1.306 -3.198 0.533
H 2.693 -2.345 -0.371
H 4.198 -0.711 3.076
H 4.587 -1.046 1.272
H 3.234 1.761 1.698
H 4.827 1.536 2.600
H 4.778 1.271 0.775
H 2.041 0.189 -1.216
H 2.444 1.741 -0.318
H -0.567 2.043 -1.018
H 0.100 2.695 -3.044
H -0.193 -1.560 0.979
H -2.073 0.736 -0.207
H -4.942 -1.688 0.428
H -2.645 -2.818 2.560
H -1.789 1.383 2.527
H -0.278 2.098 4.145
H 1.768 1.043 3.978
H 2.457 3.345 3.248
C -5.746 1.021 -1.933
Cl -5.385 2.749 -2.025
Cl -7.456 0.707 -2.249
H -5.146 0.494 -2.675
H -5.499 0.661 -0.936
C -1.371 4.707 -5.503
Cl -2.027 4.145 -3.960
Cl 0.353 4.346 -5.627
H -1.898 4.207 -6.315
H -1.514 5.784 -5.579
C -2.084 -4.131 5.224
Cl -1.737 -2.398 5.125
Cl -3.795 -4.455 4.930
H -1.490 -4.654 4.474
H -1.820 -4.488 6.218
C 1.314 -0.076 -5.294
Cl 2.067 -1.429 -6.148
Cl 1.420 1.415 -6.236
H 0.264 -0.309 -5.118
H 1.824 0.070 -4.343
```

HOMO energy ... -11.740 eV
LUMO level ... -5.192 eV
DFT total energy ... -156176.1407 eV
Total charge ... +1
HOMO-LUMO gap ... 6.55 eV

Here are the Löwdin charges for atoms 1 to 2, given in e:
1 C -0.150
2 C -0.393


No. 5
Density functional theory data (the ωB97M-V functional and the def2-TZVPD basis) for a structure of composition C8H13ClSi2.

Geometry as XYZ:
```
24
Properties=species:S:1:pos:R:3
C -1.985 -2.878 -0.285
C -1.836 1.070 2.543
C 2.068 2.705 0.282
C 1.385 -0.204 -2.822
C -1.791 -1.697 -0.850
C -2.003 0.020 1.753
C 1.934 1.516 0.852
C 1.961 -0.324 -1.635
Si -1.219 -0.137 0.043
Si 1.115 0.034 0.016
Cl 2.494 -1.836 1.343
H -2.291 -3.745 -0.850
H -1.849 -3.034 0.772
H -2.316 1.153 3.506
H -1.209 1.901 2.255
H 2.547 3.535 0.778
H 1.704 2.905 -0.713
H 1.909 -0.428 -3.738
H 0.365 0.133 -2.937
H -1.938 -1.612 -1.920
H -2.645 -0.784 2.095
H 2.319 1.364 1.851
H 2.986 -0.675 -1.585
H -1.706 1.020 -0.755
```

ΔE to the lowest compared entry with this formula, charge and spin ... 0.000 eV
HOMO energy ... -9.655 eV
LUMO level ... -0.398 eV
DFT total energy ... -36782.1814 eV
HOMO-LUMO gap ... 9.26 eV

Here are the Löwdin charges for atoms 1 to 2, given in e:
1 C -0.059
2 C -0.071


No. 6
Density functional theory data (the ωB97M-V functional and the def2-TZVPD basis) for an isolated molecule of C3H4N2O.

Geometry as XYZ:
```
10
Properties=species:S:1:pos:R:3
O -1.982 0.212 0.521
C -0.705 0.065 0.155
C 0.373 0.870 0.221
C 1.422 0.011 -0.154
N 1.070 -1.150 -0.654
N -0.253 -1.207 -0.504
H -2.122 1.085 0.917
H 0.434 1.908 0.483
H 2.460 0.233 -0.062
H -0.698 -2.027 -0.922
```

ΔE to the lowest compared entry with this formula, charge and spin ... 1.797 eV
SMILES ... Oc1ccn[nH]1
HOMO energy ... -8.545 eV
LUMO level ... 0.608 eV
DFT total energy ... -8202.0884 eV
HOMO-LUMO gap ... 9.15 eV

Here are the Löwdin charges for atoms 1 to 2, given in e:
1 O 0.077
2 C -0.317


No. 7
Density functional theory data (the ωB97M-V functional and the def2-TZVPD basis) for an isolated molecule of C2H2Cl3P.

Geometry as XYZ:
```
8
Properties=species:S:1:pos:R:3
H -2.667 -1.134 0.745
P -1.277 -1.717 0.501
C -0.366 0.307 0.247
Cl -1.400 1.618 0.001
C 0.922 0.201 -0.353
Cl 1.735 -1.331 -0.300
Cl 2.154 1.492 0.571
H 0.899 0.564 -1.413
```

ΔE to the lowest compared entry with this formula, charge and spin ... 4.788 eV
SMILES ... [H]/P=C(\Cl)C(Cl)Cl
HOMO energy (spin up / spin down) ... -9.446 / -8.962 eV
LUMO level (spin up / spin down) ... -1.376 / -1.731 eV
DFT total energy ... -48958.4295 eV
HOMO-LUMO gap (spin up / spin down) ... 8.07 / 7.23 eV

Here are the Löwdin charges for atoms 1 to 2, given in e:
1 H -0.162
2 P 0.705


> Among the records above, which one has the lowest DFT total energy?

C15H30Cl8N4O3P3


> Among the records above, which one has the highest DFT total energy?

C3H4N2O


> Look up the DFT total energy of the sixth one.

-8202.0884 eV